[1]
Here is a structure of composition C24H38AsBaN7O2P2S4 from OMol25. Energies are from the ωB97M-V functional and the def2-TZVPD basis.

Positions of all 79 atoms, in Å:
H: -4.96088 1.25035 -2.37016
S: -0.79163 -2.32620 2.49598
H: 0.50935 0.37562 4.71643
H: -0.83410 -7.00005 0.31404
O: -3.48051 -3.09167 1.51668
C: 0.63545 2.54981 4.37911
H: 5.67194 1.86207 1.15883
H: 5.58173 2.53452 -0.47795
C: -4.86286 2.49242 -0.59158
N: 4.40707 0.82979 -0.13752
C: -1.52957 -6.47904 -0.34444
C: 2.52358 5.24312 -1.26963
H: -2.06162 -7.22056 -0.94485
N: 1.52701 4.20447 -1.23919
C: 1.01675 4.64044 3.07843
H: 3.42387 4.88945 -0.76466
C: -4.32859 -0.94587 2.32989
H: -3.95118 -1.50619 0.27475
H: -4.46927 3.53311 1.24119
C: 1.58854 2.29326 2.40160
H: 1.64795 4.93405 2.24134
P: 2.68369 2.75888 0.93359
N: 2.29267 0.16294 -0.13134
H: -3.32767 -0.60177 2.58670
H: -4.79065 -1.36027 3.22694
C: 3.03087 -0.70455 -0.89131
S: -2.08794 2.32725 2.32358
P: -1.91785 -3.18713 1.12846
C: -0.22156 2.97549 -1.71950
H: -2.16653 -0.97034 -7.66326
H: 0.49072 4.59347 -3.08046
H: -0.40553 -1.19357 -7.44411
C: -4.42395 1.48799 -1.46193
H: -2.94047 1.15747 -4.64333
Ba: -0.12414 0.24327 0.84114
C: 0.79873 1.22450 4.12012
H: -2.87619 0.00737 -1.71236
C: 0.54195 4.00338 -2.18139
N: 1.14126 3.21543 3.29252
C: 3.14397 1.10126 0.34152
H: 2.76950 5.47120 -2.30663
As: -1.49305 -0.79822 -5.23914
C: -4.15781 2.76058 0.55165
S: 0.15434 -0.20505 -4.12677
C: 4.33129 -0.30748 -0.91591
H: -1.10180 0.43575 -7.37195
H: -0.95725 -5.83470 -1.01206
C: -1.27713 -0.61463 -7.14442
H: -3.13135 -5.04728 -0.19861
C: -2.99284 2.01818 0.86300
C: -2.49656 -5.64178 0.46000
N: 1.39305 1.07289 2.89127
H: -1.07931 -3.25498 -5.29183
H: -3.63715 -0.35864 -4.04300
H: 1.34120 5.17639 3.97084
H: -4.89957 -0.06760 2.01701
H: -3.79458 0.04948 -5.76446
H: -1.07896 2.51676 -2.18316
N: 0.26956 2.54316 -0.51560
H: 2.17297 6.15278 -0.77621
N: -2.59567 1.04814 0.01337
H: -5.75825 3.06277 -0.81463
C: 1.31938 3.30859 -0.22163
H: 0.17563 3.07532 5.19803
H: 2.58352 -1.55368 -1.38196
C: -1.93522 -2.65434 -4.98967
H: -3.14574 -6.25220 1.09130
S: -1.64970 -2.58768 -0.74914
H: 5.19985 -0.72294 -1.39711
H: -2.81465 -2.92147 -5.57686
C: -3.14985 0.11863 -4.88747
C: -3.28369 0.80415 -1.10102
O: -1.75044 -4.77890 1.34046
C: 5.59092 1.60376 0.10138
H: -2.12585 -2.81039 -3.92695
H: -0.02044 4.88085 2.84005
H: 6.45887 1.01224 -0.18562
H: -5.29595 -2.36904 1.02215
C: -4.30140 -1.95470 1.20719

## Properties
highest occupied orbital energy (spin up / spin down): -1.388 / -4.321 eV
spin multiplicity: 2
net charge: -1
HOMO-LUMO gap (spin up / spin down): 3.64 / 6.56 eV
electronic energy: -6008.0788 Ha
max |F|: 1.31 eV Å⁻¹
molecular weight: 859.1 g mol⁻¹
LUMO (spin up / spin down): 2.3 / 2.2 eV

Just the Mulliken charges please, in e? Sure, here they are: atom 1 (H): 0.4120, atom 2 (S): -0.4987, atom 3 (H): 0.4477, atom 4 (H): 0.2878, atom 5 (O): -0.4591, atom 6 (C): -0.4883, atom 7 (H): 0.3296, atom 8 (H): 0.2875, atom 9 (C): -0.4649, atom 10 (N): 0.2847, atom 11 (C): -1.1051, atom 12 (C): -0.9136, atom 13 (H): 0.3742, atom 14 (N): 0.3394, atom 15 (C): -0.9203, atom 16 (H): 0.2821, atom 17 (C): -0.7705, atom 18 (H): -0.1085, atom 19 (H): 0.4273, atom 20 (C): 0.2555, atom 21 (H): 0.3162, atom 22 (P): -0.6350, atom 23 (N): 0.3818, atom 24 (H): 0.0354, atom 25 (H): 0.3509, atom 26 (C): -0.9263, atom 27 (S): -0.3632, atom 28 (P): 0.6728, atom 29 (C): -0.7596, atom 30 (H): 0.3780, atom 31 (H): 0.4332, atom 32 (H): 0.3399, atom 33 (C): -0.6651, atom 34 (H): 0.3298, atom 35 (Ba): 1.2385, atom 36 (C): -0.7050, atom 37 (H): 0.4141, atom 38 (C): -0.7152, atom 39 (N): 0.4613, atom 40 (C): -0.0214, atom 41 (H): 0.3649, atom 42 (As): 0.4911, atom 43 (C): -0.8386, atom 44 (S): -0.4331, atom 45 (C): -0.3863, atom 46 (H): 0.3395, atom 47 (H): 0.2097, atom 48 (C): -1.1134, atom 49 (H): 0.3214, atom 50 (C): 0.2571, atom 51 (C): -0.2461, atom 52 (N): -0.5849, atom 53 (H): 0.3460, atom 54 (H): 0.2624, atom 55 (H): 0.4051, atom 56 (H): 0.3175, atom 57 (H): 0.4527, atom 58 (H): 0.4394, atom 59 (N): 0.7700, atom 60 (H): 0.2586, atom 61 (N): 0.4585, atom 62 (H): 0.3769, atom 63 (C): -0.5695, atom 64 (H): 0.4046, atom 65 (H): 0.4767, atom 66 (C): -0.9372, atom 67 (H): 0.3111, atom 68 (S): -0.4469, atom 69 (H): 0.3640, atom 70 (H): 0.3921, atom 71 (C): -1.0402, atom 72 (C): -0.7495, atom 73 (O): -0.4495, atom 74 (C): -0.9070, atom 75 (H): 0.1587, atom 76 (H): 0.2721, atom 77 (H): 0.3004, atom 78 (H): 0.2748, atom 79 (C): 0.1170

[2]
Here is a cluster of 2 separate species, C4H12N2S in total from OMol25. Energies are from the ωB97M-V functional and the def2-TZVPD basis.

Positions of all 19 atoms, in Å:
H: 0.26121 -2.10931 -2.65151
H: 0.72058 -0.90126 -1.45211
H: -1.75651 1.52646 -1.35542
H: 1.70265 -0.92162 1.75130
H: 0.20378 -0.48915 0.94964
H: 2.03631 1.56182 2.26991
H: 1.73665 0.10111 0.30802
N: -1.26017 0.72944 -1.71239
H: 0.51906 -2.58675 -0.96953
C: -1.83888 -0.50614 -1.54115
H: -0.25927 0.82490 -1.69843
C: 1.06560 1.09389 2.12413
N: -1.30253 -1.63827 -1.37827
C: 1.18986 -0.11868 1.22237
S: -0.12505 2.35086 1.52795
H: -2.92289 -0.44671 -1.56522
H: -0.75924 2.52827 2.69004
C: 0.11970 -1.80480 -1.61194
H: 0.66917 0.80594 3.09262

## Properties
highest occupied orbital energy: -8.825 eV
net charge: 0
HOMO-LUMO gap: 9.57 eV
electronic energy: -667.2739 Ha
max |F|: 0.82 eV Å⁻¹
molecular weight: 120.2 g mol⁻¹
SMILES string: C/N=C\N.CCS
LUMO: 0.7 eV

Just the natural (NBO) charges please, in e? Sure, here they are: atom 1 (H): 0.2033, atom 2 (H): 0.1503, atom 3 (H): 0.3957, atom 4 (H): 0.2192, atom 5 (H): 0.2228, atom 6 (H): 0.2093, atom 7 (H): 0.2018, atom 8 (N): -0.8381, atom 9 (H): 0.2029, atom 10 (C): 0.2822, atom 11 (H): 0.3821, atom 12 (C): -0.4997, atom 13 (N): -0.4972, atom 14 (C): -0.6224, atom 15 (S): -0.0774, atom 16 (H): 0.1626, atom 17 (H): 0.1289, atom 18 (C): -0.4432, atom 19 (H): 0.2169

[3]
Here is a structure of composition C35H27N4O7PPbS6Sb from OMol25. Energies are from the ωB97M-V functional and the def2-TZVPD basis.

Positions of all 82 atoms, in Å:
C: 4.62542 0.63079 2.47996
H: 3.03045 -2.54462 -0.82541
H: 7.52771 1.93882 1.35005
C: 0.69158 0.34174 -4.55887
H: -4.79522 5.53334 2.33729
H: -1.77838 2.45904 3.14790
H: -5.68436 3.45107 3.44176
Sb: 0.73737 -4.34268 0.12948
S: -0.71589 -2.78167 -1.28128
C: 2.62360 -2.16143 -2.90037
H: -5.85167 -2.67923 3.10996
H: -2.70206 0.73097 -2.31405
H: 1.34437 0.70268 -6.62855
H: -0.45604 -1.95930 4.90587
S: -1.58854 -3.59764 0.45549
H: 0.00143 0.08350 6.23314
H: 4.59953 -4.39978 -1.37991
C: -0.86743 1.39365 4.76692
O: 1.22519 1.10921 1.35336
C: 3.23389 -2.83731 -1.84657
C: -4.45435 4.55470 2.01549
H: 6.51724 0.98469 3.41406
O: 2.19822 -0.59562 2.82624
H: -1.45646 2.54450 -3.56911
N: -0.15496 0.92854 -3.65082
H: 4.10457 -3.68278 -5.58962
C: 4.42249 -4.15297 -3.50957
C: -5.79205 -2.79272 0.96711
C: 5.93744 1.06681 2.50250
C: 2.96480 -2.44629 -4.22043
H: -3.73518 -0.96295 -0.99182
H: 6.14886 2.13598 -0.69040
C: -3.48578 2.02816 1.24826
S: 2.18220 0.02984 1.52979
H: -4.73582 1.28476 2.81562
C: -3.81880 -0.80248 1.13957
C: -1.79922 0.34111 2.80159
N: 2.23392 -1.55013 -4.98315
H: -4.12186 -0.94989 3.26066
S: 0.63112 -6.37065 -0.86007
C: -4.95570 3.38838 2.64370
C: -5.19460 -2.30017 -0.18414
H: -6.54441 -3.56978 0.90403
C: 3.85898 -3.45695 -4.55977
H: -1.56782 -1.79202 2.72306
H: -1.68548 4.13960 -0.80657
O: 4.13447 0.35860 -2.23087
C: -3.55459 4.45555 0.99418
S: -0.32141 2.28590 -5.78678
C: -1.40469 -0.89449 3.31017
O: 2.22530 1.57136 -1.31321
C: -2.27163 3.23124 -0.66240
C: 4.12193 -3.83920 -2.17229
O: 4.22941 2.78012 -1.91804
C: 4.40559 1.27578 0.16973
H: -5.46434 -2.70117 -1.15335
C: -4.42893 2.16733 2.26313
O: 2.04158 -0.95409 0.42130
C: 0.72928 0.94191 -5.77768
H: 5.11358 -4.95919 -3.71967
C: -4.42813 -1.30844 2.28555
N: 1.69608 -1.12950 -2.87234
C: -1.50531 1.48658 3.54016
C: 3.84400 0.71818 1.32640
P: -2.51388 0.50149 1.10593
C: 6.49893 1.59829 1.35429
C: 1.51191 -0.78687 -4.11516
C: -4.21728 -1.32171 -0.09265
N: -2.07045 2.39511 -1.67267
C: -5.40299 -2.29337 2.20175
C: -3.09649 3.19649 0.48722
O: -3.07330 1.36190 -1.68858
C: 5.73382 1.70236 0.20861
H: 4.16978 0.20057 3.35912
Pb: 0.32005 0.03716 -1.03506
C: -0.76966 -0.98914 4.54022
S: 3.68654 1.51352 -1.47518
H: 2.25812 -1.44592 -5.97983
H: -3.19844 5.35594 0.50185
C: -0.50571 0.15423 5.27821
H: -0.64324 2.29722 5.32198
C: -0.74815 1.96340 -4.15640

## Properties
highest occupied orbital energy (spin up / spin down): 0.031 / -2.743 eV
spin multiplicity: 2
net charge: -2
HOMO-LUMO gap (spin up / spin down): 3.29 / 6.07 eV
electronic energy: -5259.3833 Ha
max |F|: 0.81 eV Å⁻¹
molecular weight: 1168.0 g mol⁻¹
LUMO (spin up / spin down): 3.3 / 3.3 eV

Just the Mulliken charges please, in e? Sure, here they are: atom 1 (C): -0.5707, atom 2 (H): 0.7860, atom 3 (H): 0.3542, atom 4 (C): -0.6966, atom 5 (H): 0.3342, atom 6 (H): 0.3500, atom 7 (H): 0.3878, atom 8 (Sb): 0.3159, atom 9 (S): -0.2026, atom 10 (C): -0.2906, atom 11 (H): 0.3708, atom 12 (H): 0.3269, atom 13 (H): 0.3668, atom 14 (H): 0.3671, atom 15 (S): -0.2852, atom 16 (H): 0.3282, atom 17 (H): 0.4428, atom 18 (C): -0.5907, atom 19 (O): -0.5692, atom 20 (C): -0.4446, atom 21 (C): -0.4368, atom 22 (H): 0.3665, atom 23 (O): -0.6874, atom 24 (H): 0.4618, atom 25 (N): 0.3624, atom 26 (H): 0.3928, atom 27 (C): -0.3751, atom 28 (C): -0.4851, atom 29 (C): -0.5678, atom 30 (C): 0.7400, atom 31 (H): 0.1424, atom 32 (H): 0.4384, atom 33 (C): 0.1075, atom 34 (S): 1.2099, atom 35 (H): 0.1952, atom 36 (C): 0.4668, atom 37 (C): 0.3367, atom 38 (N): 0.0271, atom 39 (H): 0.3547, atom 40 (S): -0.6985, atom 41 (C): -0.9248, atom 42 (C): -0.5254, atom 43 (H): 0.3455, atom 44 (C): -1.3386, atom 45 (H): 0.2399, atom 46 (H): 0.2534, atom 47 (O): -0.7249, atom 48 (C): -1.1740, atom 49 (S): -0.2552, atom 50 (C): -0.2771, atom 51 (O): -0.8123, atom 52 (C): -0.9915, atom 53 (C): -1.2121, atom 54 (O): -0.8018, atom 55 (C): -0.0880, atom 56 (H): 0.3721, atom 57 (C): 0.2243, atom 58 (O): -0.3695, atom 59 (C): -0.4035, atom 60 (H): 0.3697, atom 61 (C): -0.0088, atom 62 (N): 0.7861, atom 63 (C): -0.5759, atom 64 (C): 0.1183, atom 65 (P): 0.9153, atom 66 (C): -0.5775, atom 67 (C): 0.1817, atom 68 (C): -0.3408, atom 69 (N): -0.3262, atom 70 (C): -0.8695, atom 71 (C): 0.6714, atom 72 (O): -0.3670, atom 73 (C): -0.9290, atom 74 (H): 0.5400, atom 75 (Pb): 2.4516, atom 76 (C): -0.6367, atom 77 (S): 1.4520, atom 78 (H): 0.2235, atom 79 (H): 0.3290, atom 80 (C): -0.5056, atom 81 (H): 0.3689, atom 82 (C): -0.2386

[4]
Here is an isolated molecule of CHBrF2N2O2 from OMol25. Energies are from the ωB97M-V functional and the def2-TZVPD basis.

Positions of all 9 atoms, in Å:
F: 1.32192 -1.34913 0.90176
Br: -1.99134 -0.08397 -0.98829
C: -0.18475 0.02676 -0.40681
O: 0.08703 1.46538 1.40437
O: 0.29843 2.19909 -0.59004
F: -0.32291 -2.25940 0.06278
N: 0.19556 1.32514 0.24125
N: 0.05107 -1.20555 0.68154
H: 0.54497 -0.11832 -1.30656

## Properties
highest occupied orbital energy: -10.655 eV
net charge: 0
HOMO-LUMO gap: 9.78 eV
electronic energy: -3072.1593 Ha
max |F|: 7.13 eV Å⁻¹
molecular weight: 190.9 g mol⁻¹
SMILES string: O=[N+]([O-])[C@H](Br)N(F)F
LUMO: -0.9 eV

Just the natural (NBO) charges please, in e? Sure, here they are: atom 1 (F): -0.1996, atom 2 (Br): 0.1540, atom 3 (C): -0.1511, atom 4 (O): -0.3020, atom 5 (O): -0.3613, atom 6 (F): -0.1933, atom 7 (N): 0.5000, atom 8 (N): 0.3016, atom 9 (H): 0.2517

[5]
Here is an isolated molecule of C5H7FN2 from OMol25. Energies are from the ωB97M-V functional and the def2-TZVPD basis.

Positions of all 15 atoms, in Å:
H: 1.64634 1.95110 -0.65436
N: 1.04733 1.18257 -0.39985
C: -0.70409 -1.72534 -0.61527
C: -0.27199 1.52940 -0.08661
C: -1.33049 0.67569 0.03653
H: -0.49804 2.49722 0.10190
C: 1.55152 0.01392 0.05140
H: 1.63531 -1.63222 1.16049
H: 0.38873 -0.52028 1.61544
H: -1.10787 -2.51009 -1.30932
F: 2.70942 -0.33815 -0.49292
N: 1.29484 -0.68007 1.21116
H: -2.17690 1.11990 0.29644
H: -2.66500 -0.88952 -0.54370
C: -1.51911 -0.67416 -0.37131

## Properties
highest occupied orbital energy (spin up / spin down): -6.337 / -6.336 eV
net charge: 0
HOMO-LUMO gap (spin up / spin down): 6.58 / 6.58 eV
electronic energy: -403.9067 Ha
max |F|: 4.57 eV Å⁻¹
molecular weight: 114.1 g mol⁻¹
LUMO (spin up / spin down): 0.2 / 0.2 eV

Just the natural (NBO) charges please, in e? Sure, here they are: atom 1 (H): 0.4278, atom 2 (N): -0.5688, atom 3 (C): -0.4864, atom 4 (C): -0.1291, atom 5 (C): -0.2064, atom 6 (H): 0.1988, atom 7 (C): 0.8787, atom 8 (H): 0.4320, atom 9 (H): 0.4303, atom 10 (H): 0.1492, atom 11 (F): -0.2947, atom 12 (N): -0.7712, atom 13 (H): 0.2014, atom 14 (H): 0.1679, atom 15 (C): -0.4297